(1)
Formula: C36H40MoN7O7
Source: OMol25
Level of theory: wB97M-V/def2-TZVPD

Cartesian coordinates (Å):
Mo 0.69179 -0.20415 -0.11678
C 1.33223 -4.94156 -0.97080
N -0.03227 -4.41247 -1.02053
C -1.08951 -5.37140 -1.36485
C -0.29591 -3.15439 -0.75139
O 0.62267 -2.33787 -0.45726
C -1.74066 -2.67637 -0.80901
O -1.82904 -1.34425 -0.35457
C -2.35103 -1.17381 0.94560
C -1.24759 -1.25957 1.98572
O -0.03048 -1.04555 1.65327
N -1.55102 -1.55177 3.22519
C -2.93810 -1.73241 3.67765
C -0.52783 -1.68993 4.26285
H 1.33577 -5.83571 -0.34980
H 1.99841 -4.19950 -0.54513
H 1.65447 -5.20558 -1.97754
H -0.61675 -6.24459 -1.80530
H -1.77452 -4.95444 -2.10057
H -1.63541 -5.68321 -0.47426
H -2.39615 -3.34712 -0.24579
H -2.08971 -2.69050 -1.84574
H -3.13337 -1.90879 1.14616
H -2.79764 -0.17900 0.99087
H -3.27932 -2.74678 3.47357
H -3.59788 -1.00220 3.21635
H -2.95697 -1.56560 4.75127
H 0.45115 -1.76872 3.80411
H -0.73512 -2.59525 4.83092
H -0.57556 -0.82805 4.92991
C 3.25372 1.43971 3.32928
O 4.03370 0.68601 2.35271
C 3.19396 0.40037 1.39404
N 1.93206 0.62079 1.56481
C 1.80902 1.03274 3.02227
C 0.78090 2.07793 3.39910
C 1.13419 3.14888 4.21960
C 0.17921 4.05034 4.66949
C -1.15031 3.89078 4.31508
C -1.51675 2.81881 3.51465
C -0.56118 1.91952 3.06831
C 3.71323 -0.14963 0.14277
C 5.04753 -0.22486 -0.21448
C 5.35507 -0.62427 -1.50873
C 4.32938 -0.86931 -2.41547
C 3.02667 -0.76859 -1.96409
N 2.72710 -0.48549 -0.69040
C 1.82906 -0.82809 -2.80585
N 0.66147 -0.53247 -2.33577
C -0.29612 -0.97862 -3.39780
C 0.60871 -0.98933 -4.63254
O 1.93890 -1.21175 -4.05065
C -1.55465 -0.18465 -3.60321
C -1.73335 1.09018 -3.09488
C -2.90187 1.79147 -3.36350
C -3.89334 1.22108 -4.14496
C -3.71488 -0.05457 -4.66458
C -2.55126 -0.75549 -4.39425
H 3.45213 2.49114 3.12454
H 3.60468 1.15965 4.31767
H 1.58176 0.10518 3.55515
H 2.15440 3.30240 4.54199
H 0.47704 4.87212 5.30450
H -1.89707 4.58621 4.67261
H -2.55740 2.67654 3.25215
H -0.87050 1.09549 2.44965
H 5.81352 0.04776 0.49716
H 6.38668 -0.69684 -1.82352
H 4.52508 -1.10084 -3.45275
H -0.54429 -2.01390 -3.13351
H 0.63837 -0.02233 -5.13642
H 0.41231 -1.79262 -5.33584
H -0.94343 1.55338 -2.51879
H -3.03015 2.79264 -2.97506
H -4.79861 1.77067 -4.36165
H -4.48036 -0.49824 -5.28521
H -2.42541 -1.75089 -4.80613
C -2.05161 3.84550 0.06608
N -0.72237 3.41914 -0.38206
C 0.17890 4.35214 -0.89055
C 1.41041 4.02065 -1.29869
C 1.86496 2.63547 -1.22735
O 2.95983 2.21667 -1.53951
N 0.87751 1.76549 -0.75379
C -0.32230 2.15095 -0.31690
O -1.00502 1.17062 0.13866
H -2.49885 4.46628 -0.70716
H -1.96259 4.40659 0.99471
H -2.66368 2.96200 0.22282
H -0.19919 5.36446 -0.92366
H 2.09038 4.76556 -1.68422

Forces on the atoms, in the same order (eV/Å):
-0.1791 0.1217 0.2625
0.0420 0.0166 0.0455
-0.0858 0.1227 -0.0149
-0.0104 0.0016 -0.0164
0.0262 -0.1003 0.0737
0.1607 0.1041 -0.0003
-0.0257 0.0209 0.0038
0.0437 -0.0063 -0.0498
-0.0494 -0.0772 -0.0030
0.1100 -0.0964 0.2246
-0.3757 0.1207 -0.1109
0.0003 0.0387 -0.1743
-0.0059 0.0201 -0.0089
0.0539 0.0193 0.0038
0.0230 0.0003 -0.0095
0.0104 -0.0281 -0.0178
0.0235 -0.0100 0.0081
-0.0304 -0.0014 0.0044
-0.0281 -0.0135 0.0185
-0.0140 -0.0232 -0.0218
0.0620 0.0170 0.0279
-0.0019 -0.0240 0.0416
0.0377 0.0222 0.0067
0.0163 -0.0141 -0.0180
-0.0471 0.0030 0.0136
-0.0329 -0.0312 -0.0145
-0.0230 -0.0163 -0.0135
0.0001 -0.0175 0.0396
-0.0020 0.0190 0.0086
0.0493 -0.0153 -0.0058
0.0332 -0.0311 0.0081
-0.1379 -0.0067 -0.0706
0.0709 -0.0103 0.0679
0.1826 -0.1418 -0.0801
-0.0540 0.0015 -0.0586
0.0699 0.0340 0.0432
0.0488 0.0240 -0.0583
-0.0447 -0.0318 -0.0433
0.0083 0.0298 0.0300
-0.0198 0.0107 -0.0073
-0.0371 0.0126 0.0082
-0.0427 -0.1024 -0.0895
-0.1066 0.0019 -0.0164
-0.0129 0.0035 0.0055
-0.1282 0.0484 0.0898
0.0631 0.0750 0.0976
0.1261 -0.0126 -0.3225
0.0306 -0.0622 0.0164
0.1463 0.0451 -0.1015
-0.0106 0.0720 0.0563
0.1087 0.0148 0.0394
-0.0909 0.0420 0.0912
-0.0705 -0.1592 0.0328
0.0816 0.1579 -0.0430
0.0513 -0.0382 0.0128
-0.0098 -0.0086 -0.0106
-0.0136 0.0421 0.0040
-0.0237 -0.0211 0.1228
-0.0297 -0.0069 0.0429
-0.0363 0.0429 -0.0102
-0.0461 0.0264 -0.0308
0.0440 -0.0201 -0.0061
0.0210 0.0186 0.0263
-0.0064 0.0132 0.0114
-0.0244 -0.0112 -0.0191
0.0175 -0.0265 -0.0145
0.0163 0.0057 0.0126
0.0254 0.0048 -0.0094
0.0133 -0.0067 -0.0148
-0.0586 0.0267 -0.1361
-0.0507 -0.0436 0.0055
-0.0077 0.0480 0.0133
-0.0099 -0.0325 -0.0979
-0.0183 0.0357 -0.0033
-0.0156 0.0077 -0.0005
-0.0153 -0.0153 -0.0145
0.0352 -0.0287 -0.0066
-0.0253 -0.0382 0.0442
0.0044 0.0691 -0.0517
0.0248 -0.0500 0.0203
0.0383 -0.0177 -0.0240
0.0166 0.0911 -0.0559
-0.0188 0.0299 0.0286
0.2536 -0.0837 0.1992
-0.0081 0.0724 -0.0798
-0.0577 -0.3196 0.0412
-0.0222 0.0029 0.0289
-0.0374 -0.0080 -0.0159
-0.0046 0.0423 0.0030
0.0229 0.0171 -0.0134
-0.0068 -0.0086 -0.0007

Results
Kohn-Sham gap (alpha / beta), eV: 7.22 / 6.92
Calculated total energy, a.u.: -2373.2650
Net charge: +3
Spin multiplicity: 3



(2)
Formula: C7H15NS2
Source: OMol25
Level of theory: wB97M-V/def2-TZVPD

Cartesian coordinates (Å):
C 1.08398 -0.47023 2.63224
C -0.80038 0.81644 1.96132
C 1.20477 0.78617 0.59484
C 0.84333 0.69412 -0.89093
C 0.52435 -0.75529 -1.35200
C -0.96473 -1.09850 -1.43667
C -1.65256 -0.51321 -2.67647
H 0.39531 -1.07898 3.25228
H 1.53838 0.32797 3.26742
H 1.88198 -1.11345 2.31572
H -0.51865 1.72005 2.53769
H -1.38640 1.12767 1.12428
H -1.42677 0.17933 2.58215
H 1.31035 1.85536 0.88202
H 2.22249 0.34188 0.66419
H 1.72904 1.05101 -1.45520
H 0.99877 -0.92166 -2.32389
H 0.98424 -1.45666 -0.63903
H -1.47816 -0.75252 -0.54304
H -1.07363 -2.18470 -1.46765
H -1.45040 -1.12801 -3.55015
H -2.75304 -0.46733 -2.52950
N 0.33803 0.03837 1.50327
S -1.02481 1.13757 -3.14976
S -0.52547 1.86460 -1.30312

Forces on the atoms, in the same order (eV/Å):
-0.5708 0.0911 0.8860
0.2171 -0.1557 0.3816
0.5385 -0.1360 -0.0138
0.1774 -0.0611 -0.5010
0.1298 0.0418 0.2955
0.0825 0.1693 -0.2551
-0.6741 0.1047 0.2250
0.4258 0.3776 -0.1619
-0.3004 -0.2468 -0.1969
0.4203 -0.3661 -0.3091
0.0625 -0.2168 -0.0510
-0.3947 0.2545 -0.5437
-0.0516 0.0275 0.1492
-0.0604 -0.3051 0.0431
-0.5526 0.2602 0.0265
-0.4639 -0.1158 0.2875
-0.1052 -0.0308 0.0630
-0.0074 0.2800 -0.1575
0.0491 0.0180 0.1143
-0.0632 0.0081 0.0083
0.0102 -0.0882 -0.1267
0.6574 -0.0251 -0.1099
0.2826 0.3980 -0.2190
0.0716 -0.0678 0.1264
0.1197 -0.2156 0.0390

Results
Kohn-Sham gap, eV: 9.13
Calculated total energy, a.u.: -1126.8358



(3)
Formula: H80O40
Source: OMol25
Level of theory: wB97M-V/def2-TZVPD

Cartesian coordinates (Å):
H -2.59327 -5.36472 2.35244
H -3.16919 -5.59120 1.05467
O -3.41889 -5.26130 1.89197
H 2.98138 1.73632 1.04860
H 2.14251 2.56244 -0.04548
O 2.27446 2.43283 0.94959
H 3.11219 -3.06391 -1.79399
H 4.64184 -2.73743 -1.71185
O 3.89602 -2.49789 -2.17859
H -0.41116 -2.35360 0.57332
H 0.35583 -3.16385 -0.25579
O 0.05958 -3.04476 0.77588
H 2.28843 -1.93860 -5.30632
H 0.99168 -1.94673 -5.48390
O 1.60516 -2.43986 -5.02728
H -1.67779 -0.66800 -3.36351
O -1.93550 -0.40923 -2.46056
H 5.91601 -0.15129 -1.38265
O 5.75046 0.73514 -1.65367
H 1.05881 -0.90087 0.23044
H 0.53381 -0.26713 -1.03263
O 1.18448 -0.96452 -0.72876
H -1.24830 2.65373 -1.08718
H -1.64074 1.42004 -1.93267
O -1.04535 1.72386 -1.28644
H -0.36929 1.55289 3.40496
H 0.99267 2.14361 3.57624
O 0.37463 1.65145 3.98837
H 2.69461 0.04651 -2.69992
H 3.96000 -0.62249 -2.26365
O 3.64171 0.13705 -2.88017
H -2.48606 0.55926 -0.40179
O -3.07805 0.11533 0.16763
H -1.77317 -4.54314 -2.03595
H -1.78841 -5.57126 -3.37006
O -1.72002 -5.43894 -2.50093
H 2.85054 3.77403 2.10214
H 3.22918 4.51392 3.31472
O 2.43626 4.31259 2.82676
H -4.04024 3.57141 -1.77868
H -3.15104 4.68309 -2.01438
O -3.30149 4.12231 -1.42794
H -2.84396 -2.74927 0.22942
H -3.45896 -2.74390 -0.98547
O -2.65842 -3.28622 -0.46713
H 3.25462 0.44910 4.74872
H 2.84456 1.61722 3.78122
O 3.38481 0.80384 3.85586
H -1.15224 -1.74894 5.54470
H -2.72914 -2.31672 5.64351
O -2.12449 -1.67980 5.16668
H -0.04329 6.08878 -1.60261
O -0.79619 6.07248 -2.16920
H -0.59490 0.59863 -0.12249
H -0.78114 -0.12239 1.46042
O -0.20124 0.31261 0.83943
H -4.55279 -2.30311 -3.40465
O -5.14759 -1.75740 -2.88825
H -3.81554 1.06991 -3.08658
H -4.63455 1.13988 -4.09231
O -4.76801 1.45658 -3.17747
H 1.93601 4.49260 0.84560
H 0.79698 5.34757 1.55791
O 1.38688 5.27769 0.74701
H 3.01224 4.97878 -2.55601
H 4.18959 4.12170 -2.48409
O 3.34341 4.05754 -2.85321
H -0.48754 -1.42838 3.30610
H -2.09472 -1.72243 3.35764
O -1.32854 -1.35280 2.78956
H 0.96796 0.54466 -3.67958
H 0.68148 1.60203 -2.50946
O 0.83325 0.57875 -2.69761
H 2.07862 -3.21116 0.96492
H 3.11914 -3.91504 1.62244
O 2.87341 -3.29305 0.93577
H -2.03566 2.70308 -3.56814
H -3.17310 3.60396 -4.27741
O -2.70163 3.30994 -3.46559
H -1.15543 -2.55089 -3.95305
H -0.80172 -3.20979 -5.29437
O -1.37831 -2.68793 -4.86726
H 4.86175 0.30826 1.74600
H 5.70312 1.09899 2.38572
O 5.71795 0.38190 1.92978
H -4.72890 -1.24367 2.64197
H -4.94668 -0.32901 1.85530
O -5.13374 -0.49306 2.69765
H -0.02603 -1.93109 -2.01509
O -0.50354 -2.61474 -2.27183
H 3.38121 -0.71270 3.28126
H 3.19407 -1.58625 2.01692
O 3.07481 -1.52593 2.98822
H -0.99718 5.33459 -2.69829
H -2.63924 -0.94747 -2.01314
H -5.42009 -1.42662 -3.72871
H 6.17638 0.62068 -2.52828
H -2.85014 0.45482 1.15750
H -1.37760 -2.27307 -2.07273
O -2.24475 2.94410 1.60375
H -3.07752 2.53429 1.19382
H -1.77705 2.19933 2.02602
O 1.80340 -5.78030 2.40981
H 1.02918 -6.27857 2.56035
H 1.59314 -5.10476 1.63861
O -2.98549 0.77079 2.76661
H -3.19583 1.58685 3.26496
H -2.78123 0.15364 3.58864
O 1.72412 -3.49821 5.16280
H 2.12357 -4.36249 4.80747
H 2.12155 -2.79082 4.67851
O 3.28612 0.14060 1.00209
H 3.20122 0.06429 0.12750
H 2.47607 0.11080 1.55995
O 0.44580 3.78725 -2.99249
H -0.03618 2.95150 -3.04860
H 1.31913 3.63818 -3.56025
O -2.62402 2.92408 4.20618
H -3.15492 3.48993 3.60705
H -2.10060 3.74869 4.67705

Forces on the atoms, in the same order (eV/Å):
0.4587 0.1353 0.7352
0.0149 -0.4377 -1.8705
-0.4609 0.4237 1.1401
-0.6825 0.7038 -0.5584
0.3452 -0.4343 2.0013
0.2932 0.6330 -1.8892
2.4501 1.7610 -0.9305
2.3859 -1.1606 1.7791
-4.6273 -0.8750 -0.5629
-4.7026 6.4469 -0.6604
-0.7862 -0.2791 3.4590
5.4235 -6.6057 -2.6603
4.8857 2.0031 -0.7624
-3.4360 1.2145 -1.3901
-1.4075 -3.1394 2.1958
-0.6257 -0.3790 0.5538
-0.8750 0.3253 0.2890
0.0522 -1.1150 1.3739
1.3468 0.4254 -1.0514
-0.1369 -0.0957 -0.2112
1.7110 -1.3491 0.1806
-0.4466 0.5801 -0.7415
-0.3325 -0.0273 0.4064
-1.2974 -0.7871 -1.3198
1.2804 1.5319 1.1400
-0.3505 0.0062 -0.4256
2.8360 2.8646 -2.5197
-2.6324 -2.7407 2.9002
0.0032 0.2273 -0.1853
-0.6677 1.7370 -1.9039
-0.1708 -1.8774 1.4670
0.9215 0.9492 -0.6709
-0.7297 -0.2134 3.4263
0.1129 -1.8226 -2.0209
-0.5034 0.5077 -5.1598
0.4011 1.2019 7.3076
-1.0103 0.2164 0.5758
0.2859 0.5729 0.8013
1.1617 -1.2837 -0.0145
1.0045 0.5869 0.4804
2.3094 7.7678 -7.8867
-3.7080 -7.9411 9.3675
0.2004 2.1008 4.6200
2.5949 -2.6908 0.9609
-3.1992 0.7431 -5.6849
-0.1454 0.4515 -0.1574
0.4172 -0.7559 0.3196
-0.0338 1.4673 0.5136
-3.1705 -0.1561 -0.8657
1.4274 0.9923 -0.4283
1.2969 -0.9947 1.9984
0.7628 -1.1122 0.2495
-1.6925 2.9664 0.2767
0.5493 -0.5740 3.9684
-1.0971 -0.3980 -0.0258
-0.0146 1.6521 -2.3506
1.1671 -1.5191 0.9127
0.8881 -0.5269 -0.2917
-1.9142 1.1884 1.6996
-1.7797 0.6626 -0.5048
3.3424 -2.0039 -1.1288
-0.6028 0.2992 0.2101
1.4917 -0.4787 -1.5769
-1.5030 0.7379 0.2253
0.2343 -2.1530 -0.8394
2.3699 -0.5820 0.6834
-2.7142 2.7266 0.1745
-1.2716 -0.2278 -0.4980
2.4612 0.7245 -0.8941
-0.4183 -0.7186 0.6043
0.0028 -0.0449 1.1901
0.7365 -3.3589 -0.2355
-0.4766 3.3499 -1.7590
-15.3499 1.8841 0.6268
0.3180 0.0712 0.2242
15.1312 -1.8636 -1.0214
2.2401 -1.9973 -1.4681
1.0847 -0.9579 0.4718
-2.5536 2.5885 -1.1234
1.1693 -0.7346 0.6182
3.4146 -2.9706 -1.7971
-4.4321 3.5067 0.9727
-5.5406 -1.2954 -1.7085
0.7687 7.2840 4.8820
5.4919 -6.0246 -3.0026
3.6008 -8.0204 1.2083
0.5532 2.9491 -6.0017
-5.0329 4.5235 4.7679
4.4401 5.0058 1.8538
-3.5928 -5.0309 -2.0133
0.9612 2.2626 0.3452
0.2396 -0.2490 1.0782
-1.3777 -3.5704 -1.1156
0.8397 -1.6294 -0.3862
0.5026 0.6713 -1.1784
-1.8364 1.8446 -0.6043
-0.5915 0.9165 0.2271
-0.7329 -1.1417 -2.6500
-0.1420 -0.6128 0.5375
-1.3782 -0.5268 -1.3506
1.9590 0.8987 0.7121
-0.4851 0.4466 -0.4676
1.1500 3.0227 -2.4662
-1.4733 -0.7253 0.0680
0.1707 -2.3677 2.4265
1.1459 -1.2862 3.4952
0.0825 -0.4123 -0.5034
-0.5046 1.5358 -2.7690
0.1221 -2.6564 0.1178
-0.8770 2.1780 0.5674
0.7132 0.5964 -0.9374
0.7505 0.4344 6.1215
-1.4321 -0.7449 -5.5501
0.2979 -0.2604 -1.2543
2.6205 -0.9536 -1.8957
0.0369 0.4285 -0.1554
-2.5163 0.4346 1.8501
1.3720 4.5892 2.1600
0.3016 -0.5631 -0.0320
-1.6331 -3.5025 -1.4306

Results
Kohn-Sham gap, eV: 9.09
Calculated total energy, a.u.: -3057.0675



Q: Which of these has the highest calculated total energy?
A: C7H15NS2